Entry from the OMol25 dataset: an isolated molecule of C3H3ClF2O2 (ωB97M-V with the def2-TZVPD basis set).

```
11
Properties=species:S:1:pos:R:3:forces:R:3:mulliken_charge:R:1
O -1.333 1.406 -0.380 3.462 -0.635 0.496 -0.561
C -0.128 1.151 -0.578 -3.120 1.490 -1.578 0.579
O 0.478 1.851 -1.617 -0.826 -0.789 1.532 -0.465
C 0.572 -0.059 0.063 -3.730 0.132 0.802 -0.066
Cl 1.053 0.216 1.747 0.066 0.010 -0.509 -0.158
C -0.564 -1.205 0.000 -2.528 6.028 0.749 0.111
F 0.004 -2.301 0.318 0.595 -2.848 -0.462 -0.209
F -1.098 -1.028 -1.304 1.082 -1.949 0.856 -0.274
H -0.285 2.415 -1.919 0.979 -0.509 0.231 0.353
H 1.270 -0.556 -0.504 2.443 -0.192 -1.257 0.394
H -1.470 -0.935 0.670 1.578 -0.737 -0.859 0.294
```
Forces are in eV/Å.

## Properties
max |F|	0.1279	hartree/bohr
E	-926.49753	Ha
SMILES string	O=C(O)[C@@H](Cl)C(F)F
Kohn-Sham gap	11.59	eV
multiplicity	1
energy above the lowest of the compared OMol25 structures with the same formula, charge and spin	31.2	kcal/mol
total charge	0
LUMO energy	0.507	eV

Entry from the OMol25 dataset: the ion C5H11N2OS2 with charge +1 (ωB97M-V with the def2-TZVPD basis set).

```
21
Properties=species:S:1:pos:R:3:forces:R:3:mulliken_charge:R:1
O -4.441 1.174 -0.491 0.941 -1.790 0.748 -0.464
S -3.413 0.241 -0.055 2.079 2.347 -1.046 0.822
S -3.520 -1.433 0.768 -0.879 -0.165 0.061 -0.115
N -1.969 0.784 -0.319 -2.975 0.430 -0.460 -0.611
C -0.822 0.103 0.138 1.203 1.043 0.466 0.032
C -0.165 -0.715 -0.990 -1.681 2.268 -0.032 -0.778
C 1.212 -1.208 -0.637 0.361 0.704 -1.242 -0.794
C 2.145 -0.110 -0.116 2.649 1.078 -0.995 -0.582
N 1.432 0.554 0.958 -0.925 -0.350 2.471 -0.101
C 0.189 1.280 0.613 -0.606 -3.431 -3.098 -0.871
H -1.169 -0.543 0.956 0.914 -0.043 0.512 0.638
H -0.280 0.004 -1.806 0.956 -0.102 -0.378 0.435
H -0.989 -1.368 -1.221 0.453 -1.493 -0.210 0.352
H 1.046 -2.031 0.017 0.534 -0.584 1.175 0.395
H 1.746 -1.611 -1.468 0.033 -0.516 -0.860 0.399
H 3.170 -0.485 0.314 -2.129 0.351 -0.728 0.332
H 2.482 0.784 -0.804 -0.960 -2.135 0.512 0.371
H 1.098 -0.261 1.501 0.639 0.856 0.928 0.390
H 1.994 1.232 1.460 0.523 -0.480 0.604 0.366
H 0.535 1.870 -0.230 -0.917 0.660 -0.050 0.330
H -0.279 1.739 1.414 -0.213 1.353 1.623 0.453
```
Forces are in eV/Å.

## Properties
max |F|	0.0907	hartree/bohr
E	-1177.88647	Ha
SMILES string	O=S(=S)=N[C@H]1CCC[NH2+]C1
Kohn-Sham gap	9.31	eV
multiplicity	1
energy above the lowest of the compared OMol25 structures with the same formula, charge and spin	26.8	kcal/mol
total charge	+1
LUMO energy	-4.059	eV

Entry from the OMol25 dataset: an isolated molecule of C3H4N2O (ωB97M-V with the def2-TZVPD basis set).

```
10
Properties=species:S:1:pos:R:3:forces:R:3:mulliken_charge:R:1
O -1.804 -0.864 -0.110 -0.304 -0.025 -0.185 -0.518
C -0.699 -0.131 -0.458 0.362 0.212 0.379 0.451
C -0.420 1.202 -0.316 -0.128 0.000 0.073 -0.414
N 0.871 1.344 0.139 0.272 -0.112 -0.281 -0.554
C 1.364 0.131 0.215 0.383 0.132 -0.130 -0.160
N 0.483 -0.795 -0.229 -0.048 0.016 0.400 -0.097
H -1.565 -0.971 0.829 -1.032 -0.384 -0.283 0.342
H -1.080 2.047 -0.459 0.090 -0.197 0.191 0.391
H 2.288 -0.164 0.686 0.246 0.217 -0.399 0.360
H 0.563 -1.798 -0.296 0.159 0.140 0.234 0.198
```
Forces are in eV/Å.

## Properties
max |F|	0.0221	hartree/bohr
E	-301.42860	Ha
SMILES string	Oc1cnc[nH]1
Kohn-Sham gap	9.23	eV
multiplicity	1
energy above the lowest of the compared OMol25 structures with the same formula, charge and spin	36.8	kcal/mol
total charge	0
LUMO energy	0.553	eV

Entry from the OMol25 dataset: a cluster of 2 separate species, C5H5FNO4 in total (ωB97M-V with the def2-TZVPD basis set).

```
16
Properties=species:S:1:pos:R:3:forces:R:3:mulliken_charge:R:1
C -2.250 -1.973 -3.233 -0.119 -0.568 -1.154 0.680
C 0.539 -0.498 0.847 2.297 -0.942 -1.396 -0.564
C 0.724 -0.040 -0.619 -1.400 2.558 2.327 -0.210
C 0.182 0.375 1.930 -2.646 0.680 0.334 0.029
C 0.371 1.203 -1.007 -0.208 -2.414 -1.794 -0.849
N 0.939 1.126 2.682 -0.332 0.321 -0.638 0.791
O -1.938 -0.876 -3.220 0.465 1.753 0.661 -0.311
O -2.559 -3.066 -3.427 -0.341 -1.166 0.492 -0.379
O 0.448 2.044 3.431 0.483 -0.649 -0.005 -0.755
O 2.191 0.919 2.539 0.703 0.442 0.492 -0.777
F -1.210 0.518 2.080 0.732 0.190 -0.059 -0.325
H -0.090 -1.370 0.750 -0.640 -0.307 0.292 0.310
H 1.507 -0.901 1.108 0.504 -0.384 0.316 0.310
H 1.062 -0.816 -1.279 -0.186 -0.139 -0.562 0.426
H 0.074 1.279 -2.034 0.850 0.206 -1.156 0.274
H 0.011 2.076 -0.547 -0.161 0.418 1.849 0.351
```
Forces are in eV/Å.

## Properties
max |F|	0.0726	hartree/bohr
E	-649.01867	Ha
Kohn-Sham gap	5.21	eV
multiplicity	1
energy above the lowest of the compared OMol25 structures with the same formula, charge and spin	4.6	kcal/mol
total charge	-1
LUMO energy	2.290	eV